*a*
A cluster of 17 separate species, C3H41NO17 in total. Source: OMol25; level of theory: wB97M-V/def2-TZVPD.

Each line ends with the Löwdin charge.
CARTESIAN COORDINATES (ANGSTROEM)
1 O 1.17397 -0.00342 4.10464  0.004
2 H 3.12998 -2.33366 -1.96234  -0.028
3 O -2.31214 2.06279 -3.25380  -0.040
4 H -0.08385 3.36517 -0.77191  -0.029
5 H -1.78044 -3.37701 0.01518  0.017
6 H -2.58653 -1.62223 -3.94274  0.089
7 H -2.12511 2.02515 -1.37276  0.086
8 H -2.31802 1.18449 -3.59044  -0.002
9 H -2.54648 -0.30437 -0.14489  0.103
10 H 4.53602 -1.06684 -1.16532  0.080
11 H 0.26855 -0.24612 3.73289  0.053
12 H 1.28407 -0.36939 4.85141  -0.052
13 H 3.72460 0.26603 -1.76260  0.031
14 O 2.97595 -2.99402 -2.63910  -0.065
15 O 0.75658 3.42984 -1.06663  0.000
16 H 2.20211 -0.93110 0.44221  0.063
17 H -3.94936 -0.55612 1.84610  0.020
18 H 2.29956 -3.46499 -2.19234  -0.022
19 H -2.61546 1.89426 1.44173  -0.021
20 O -2.78235 1.61902 2.31187  -0.032
21 C -1.69362 0.33035 -0.32752  -0.187
22 H -4.20257 -1.91137 1.45102  0.102
23 C 2.00119 0.14664 0.60992  -0.090
24 O -3.55674 -1.40003 2.05416  -0.068
25 H -0.29531 4.12506 2.45970  0.084
26 H 2.51895 1.66435 2.89451  0.044
27 O -2.32934 1.63933 -0.44130  -0.112
28 O -0.68776 3.26022 2.70739  -0.062
29 O 2.00609 2.50492 3.10722  -0.074
30 O 0.82057 -3.20655 -0.72317  -0.046
31 O 1.57853 -2.05851 2.36216  -0.085
32 O -2.10909 -3.77388 -0.81556  -0.099
33 H 1.68582 2.35414 3.96969  -0.001
34 H 1.22310 2.19127 -2.53342  0.022
35 H -1.07669 -1.05506 -3.50768  -0.038
36 O 1.70141 1.62274 -3.20320  -0.087
37 H 2.69266 0.76993 0.09945  0.054
38 H 0.72309 0.51519 -0.91061  0.094
39 H -0.61729 -1.03048 0.87275  0.151
40 H -1.16974 -3.94375 -1.09859  0.026
41 H 0.90594 -2.23553 -0.57561  0.038
42 H 1.32838 -0.47287 -3.43560  0.049
43 H -1.66038 2.37887 -3.92838  0.087
44 H 2.46025 2.23895 -3.35422  0.072
45 H -1.44664 -0.04550 -1.27169  0.084
46 H -1.55200 -1.26025 3.05595  -0.010
47 H 1.27654 -3.52809 0.04631  0.046
48 O -1.42432 -0.51472 3.54561  0.013
49 N 0.69160 0.66142 0.11067  -0.066
50 H -0.26844 2.56457 2.15227  0.041
51 O 4.01042 -0.65157 -1.88653  -0.065
52 C -0.52467 0.11968 0.64333  -0.218
53 O -1.79783 -1.02697 -4.11417  -0.073
54 H 2.04757 0.35121 1.76337  0.075
55 H 1.55416 -1.09539 2.76574  0.038
56 H 0.94125 -1.96815 -3.88692  0.083
57 O 0.90169 -1.33001 -3.13232  -0.095
58 H -0.71070 0.40606 1.51867  -0.014
59 H 1.29374 3.02761 -0.37827  0.044
60 H 1.79784 -2.52161 3.11756  -0.007
61 H -1.71015 0.13909 2.94755  -0.024
62 H -2.12293 2.23521 2.67496  0.015

The orbital gap comes out at 9.7 eV.


*b*
A cluster of 17 separate species, C3H41NO17 in total. Source: OMol25; level of theory: wB97M-V/def2-TZVPD.

Each line ends with the Löwdin charge.
CARTESIAN COORDINATES (ANGSTROEM)
1 H -3.45147 -1.70585 0.79734  0.037
2 O 0.62348 -3.44990 -0.85011  -0.105
3 H 0.75747 -1.81374 2.97594  0.002
4 O -3.27756 1.73282 2.10597  -0.050
5 H -0.79475 0.89199 -3.19456  0.112
6 O -1.64465 3.28174 -2.28040  -0.075
7 H 3.95434 -2.57236 -0.53103  0.110
8 H 0.77884 -1.53764 -3.00934  0.068
9 H -0.69032 0.96433 0.51165  0.097
10 H -2.93946 2.91258 0.89268  0.013
11 O -4.10598 -1.06272 1.13189  -0.066
12 O -0.22029 3.59967 2.00271  -0.086
13 H -0.48796 1.98471 3.41751  0.092
14 O 1.98295 1.57829 -3.73206  0.011
15 H -1.02534 3.66672 1.40199  0.018
16 H -1.84049 3.53110 -1.36782  -0.016
17 H -3.97213 1.22467 -1.58414  0.040
18 H 3.46391 -0.05898 1.94843  0.059
19 H -1.52857 -0.38351 -2.01440  0.108
20 O 3.18714 -4.50756 -1.50181  -0.096
21 H -0.30761 -0.53570 2.93613  0.013
22 H 1.40394 1.80026 -2.25163  0.093
23 H 2.57684 -5.05014 -0.93885  0.064
24 H 2.67809 3.24860 0.60229  0.084
25 C 0.39845 0.39625 -1.32683  -0.412
26 H -2.61678 4.37508 0.89798  0.066
27 O -3.96724 0.27586 -1.57393  -0.035
28 O 3.04786 -2.24858 -0.22879  -0.140
29 H 2.88131 0.89262 0.75003  0.019
30 H -0.82316 2.77634 -2.15922  -0.005
31 H -2.59625 1.50536 2.75318  0.007
32 H 2.60760 -3.93424 -2.05166  0.038
33 H 1.42388 -2.92825 -0.60889  -0.014
34 H 2.88184 -3.53213 2.57271  0.044
35 O 2.73476 -2.59832 2.43044  -0.054
36 H 2.84412 1.19474 -3.67324  0.066
37 O -1.01229 1.12076 3.44114  -0.079
38 H 3.22727 -1.25306 -0.19080  0.055
39 H -0.98487 -3.61066 1.80823  0.070
40 C -0.08887 0.14954 0.05708  -0.034
41 H 1.40824 0.99304 -4.22637  0.057
42 H 0.52231 3.13944 1.60972  -0.019
43 C -0.58468 0.02913 -2.49678  -0.193
44 H -4.23025 -0.52477 0.33826  -0.005
45 O -1.05010 -2.86500 1.19491  -0.081
46 O 2.18772 2.46826 0.87795  -0.067
47 H -1.22245 0.93239 4.37576  0.092
48 H 2.88820 -2.48582 1.48073  -0.021
49 H -3.75382 0.96011 1.78782  0.026
50 H 0.73388 -0.08042 0.73623  0.076
51 O 0.84759 1.75144 -1.36142  -0.127
52 O 3.42764 0.09278 0.99834  -0.075
53 H -0.08343 -3.07494 -0.29137  -0.012
54 O -2.43916 3.58275 0.40418  -0.053
55 N -0.03348 -1.01282 -3.42723  -0.025
56 H -0.79141 -2.16453 1.84050  0.005
57 H -0.84831 -0.64036 0.10371  0.075
58 H -4.20306 -0.12068 -2.41932  0.061
59 H -0.72256 -1.70586 -3.72553  0.066
60 O -0.05660 -1.42186 3.24516  -0.049
61 H 1.28129 -0.25637 -1.54914  0.127
62 H 1.64441 2.08344 0.13804  0.025

The orbital gap comes out at 9.5 eV.


Stability, descending: *b*, *a*


*a*
A structure of composition C6H9N2. Source: OMol25; level of theory: wB97M-V/def2-TZVPD.

Each line ends with the Löwdin charge.
CARTESIAN COORDINATES (ANGSTROEM)
1 H -2.53665 -1.31319 -1.34819  0.112
2 H -0.67547 0.24565 3.30671  0.124
3 H -0.11017 1.73055 2.86383  0.126
4 N -1.33033 0.20872 0.51585  0.230
5 H -1.65120 -0.08802 -2.61418  0.100
6 C 0.58537 -0.20165 -0.73289  -0.243
7 C -2.00941 -0.36895 -1.60080  -0.003
8 C 0.24056 0.25296 1.51011  -0.041
9 C -0.89843 -0.17266 -0.61333  -0.341
10 H 1.01116 -0.27380 -2.85881  0.115
11 H 2.10817 0.07919 0.67456  0.209
12 H 2.48214 0.01625 -1.79432  0.118
13 H 1.13385 0.52284 3.36119  0.072
14 H -2.73002 0.39066 -1.22132  0.100
15 C 0.23749 0.69804 2.89751  0.032
16 N 1.08277 -0.10563 0.60278  0.138
17 C 1.35600 -0.16025 -1.79342  0.153

Its charge is +1. The orbital gap comes out at 9.9 eV.


*b*
The ion C6H9N2 with charge +1. Source: OMol25; level of theory: wB97M-V/def2-TZVPD.

Each line ends with the Löwdin charge.
CARTESIAN COORDINATES (ANGSTROEM)
1 H 3.26893 -0.36875 -1.48251  0.114
2 H -2.14174 1.94694 0.26868  0.114
3 C 2.76226 -0.59474 -0.58692  0.053
4 C 1.42602 -1.19579 -0.55628  0.084
5 N 1.46108 0.12456 -0.28109  -0.011
6 H -0.12672 2.69508 0.63918  0.159
7 H -2.02114 -1.66438 1.25993  0.080
8 N -0.19766 1.74212 0.31231  0.088
9 H 3.26936 -0.55443 0.30878  0.099
10 H 1.80247 2.03383 0.03459  0.172
11 H -3.54441 -1.36575 0.25852  0.138
12 C 1.05596 1.24891 0.18964  -0.048
13 H -2.07827 -1.96592 -0.64524  0.108
14 H 0.73634 -1.93727 -0.18758  0.121
15 C -1.45278 1.16742 0.19980  -0.161
16 C -1.87532 0.01186 -0.01220  -0.005
17 C -2.34437 -1.32369 0.28039  -0.104

Its charge is +1. The orbital gap (alpha / beta) comes out at 8.7 / 6.2 eV.


Stability, descending: *a*, *b*


*a*
The molecule C20H21N3O2. Source: OMol25; level of theory: wB97M-V/def2-TZVPD.

Each line ends with the Löwdin charge.
CARTESIAN COORDINATES (ANGSTROEM)
1 H 2.13693 2.82402 0.41429  0.097
2 H 5.75137 -2.04960 1.15978  0.105
3 H 1.37101 -3.73097 0.15214  0.166
4 H -6.26501 2.56374 -0.21921  0.121
5 H 6.50239 2.14238 0.73710  0.117
6 H 2.81522 4.14337 -0.57160  0.093
7 C -2.17070 0.62759 -0.57491  -0.207
8 C 6.27133 0.02322 0.99570  -0.078
9 H -6.05278 0.58694 2.10809  0.118
10 C -0.21049 -2.57130 -0.43279  -0.426
11 C -6.98288 -0.04703 0.27427  -0.274
12 H -5.56239 2.93532 1.36352  0.118
13 C 0.22022 -0.30670 -1.49031  -0.104
14 N -0.10291 0.95026 -1.73344  0.078
15 C 5.40542 -1.05464 0.92196  -0.054
16 H -8.07570 -1.90841 0.18985  0.068
17 H 2.57026 2.53120 -1.28974  0.089
18 C -3.40876 1.15715 -0.15038  0.022
19 C -0.58649 -1.16760 -0.74417  -0.110
20 C 5.83634 1.29571 0.68717  -0.002
21 C -4.46473 1.61767 0.19830  -0.014
22 C 2.84727 3.07209 -0.38037  -0.084
23 H -7.25283 -1.62557 1.72376  0.072
24 C -5.74100 2.13370 0.64006  -0.209
25 H -2.47796 -1.34296 0.25017  0.134
26 H -8.73048 -0.74169 1.34011  0.070
27 C 3.16446 -1.96440 0.43092  -0.082
28 C -1.25089 1.41274 -1.27841  -0.084
29 H 7.29735 -0.13130 1.29455  0.105
30 H -7.50899 1.49341 1.68441  0.113
31 C 4.50963 1.51375 0.29855  -0.267
32 H -1.46180 2.45340 -1.48800  0.119
33 H 1.15513 -0.64060 -1.91651  0.113
34 C -6.60255 1.03783 1.27869  -0.224
35 O -0.98645 -3.50308 -0.46855  0.082
36 H 2.60851 0.55728 -0.06260  0.091
37 C -7.81206 -1.14878 0.92168  -0.116
38 O 4.17419 2.79753 0.01064  -0.080
39 N 1.96260 -1.76208 0.06814  0.035
40 N 1.09533 -2.76915 -0.06857  0.060
41 C 4.08335 -0.84994 0.53611  -0.210
42 C 3.63824 0.43903 0.22933  0.036
43 H -6.07216 -0.47544 -0.15015  0.103
44 H 3.54737 -2.96628 0.65835  0.128
45 H -7.55117 0.40133 -0.54466  0.111
46 C -1.81518 -0.69331 -0.30289  0.061

The orbital gap comes out at 8.6 eV.


*b*
The molecule C20H21N3O2. Source: OMol25; level of theory: wB97M-V/def2-TZVPD.

Each line ends with the Löwdin charge.
CARTESIAN COORDINATES (ANGSTROEM)
1 H 0.90146 -3.33004 5.27562  0.110
2 H -0.97207 2.08831 4.17958  0.078
3 N -0.74495 -1.86349 0.91566  0.114
4 C 0.85163 -0.41340 -5.19176  -0.027
5 H -0.21834 0.73191 5.91610  0.119
6 O 1.11745 1.00488 1.06906  0.052
7 C 0.41278 -2.20033 3.53410  -0.014
8 H -1.38060 -2.49688 1.37482  0.172
9 H 0.97910 1.91342 -7.62828  0.100
10 O -0.31682 2.45515 -3.28544  -0.097
11 H 0.08280 4.42781 -3.78822  0.095
12 H -0.13346 -0.88932 7.80406  0.078
13 C -0.23709 0.10448 3.88317  -0.186
14 H 1.58722 -1.11343 7.50559  0.085
15 N -0.16356 -0.83604 1.63448  0.026
16 C 0.58682 -2.37017 4.89327  -0.048
17 C 0.43545 0.05428 0.73960  -0.388
18 C 0.44200 0.21848 -1.78980  -0.060
19 C 0.59204 -1.47046 7.23917  -0.051
20 C 1.06879 0.13196 -6.44264  -0.104
21 C -0.74632 3.77527 -3.49381  -0.086
22 C -0.67108 -1.59361 -0.40555  -0.215
23 H 0.16126 3.31545 -5.81061  0.100
24 H 0.04799 1.87632 2.74345  0.071
25 C 0.15499 1.74271 -4.35318  -0.210
26 C -0.03656 -0.09286 5.24151  0.000
27 H -1.53697 3.82892 -4.25000  0.097
28 H -1.13948 4.10944 -2.53462  0.095
29 C 0.41433 0.37098 -4.12746  -0.212
30 C -0.72248 1.41708 3.36249  -0.033
31 N 0.14885 -0.26101 -2.93271  0.099
32 C 0.35341 2.27086 -5.61945  -0.032
33 C 0.37251 -1.31170 5.76596  -0.276
34 H 0.51708 -2.51426 7.53424  0.075
35 H -1.12758 -2.03524 -2.39761  0.065
36 C 0.01361 -0.96964 3.02280  -0.157
37 C 0.81915 1.47446 -6.65473  -0.098
38 H -2.35204 -2.60168 -1.23328  0.087
39 H -1.60236 1.27764 2.73438  0.091
40 H 1.42467 -0.49084 -7.24953  0.098
41 C -1.28535 -2.48116 -1.41944  0.000
42 H -0.82127 -3.46650 -1.39406  0.091
43 H 1.03681 -1.46031 -5.00490  0.109
44 H 0.60413 -3.02119 2.85730  0.111
45 C 0.06438 -0.44151 -0.57617  -0.064
46 H 1.01771 1.13525 -1.64315  0.141

The orbital gap comes out at 8.2 eV.


Stability, descending: *b*, *a*